(1)
25
Properties=species:S:1:pos:R:3:mulliken_charge:R:1 method="wB97M-V/def2-TZVPD" max_force_ev_per_a=1.5 e_homo_ev=-8.24 charge=0 smiles=CCN(C)C.O.O.O total_energy_ha=-443.01968 e_above_lowest_ev=1.567 gap_ev=8.86
C 0.8568 2.4190 -1.7216 -1.166
C -0.2704 1.5967 -1.0829 -0.108
N 0.1616 0.2436 -0.7399 0.071
C -0.0670 -0.1811 0.6567 -0.628
C -0.2086 -0.7903 -1.6843 -1.244
H 0.6363 2.8780 -2.6853 0.302
H 1.2561 3.1896 -1.0665 0.342
H 1.6903 1.7484 -1.9454 0.340
H -1.1134 1.5118 -1.7779 0.448
H -0.5904 2.0806 -0.1856 -0.049
H -0.2729 -1.2409 0.6455 -0.330
H -0.9166 0.3351 1.0970 0.422
H 0.8597 -0.0002 1.1992 0.396
H -1.1877 -1.2557 -1.5221 0.362
H -0.1631 -0.3264 -2.6728 0.472
H 0.6004 -1.5121 -1.7331 0.325
H 0.3077 -4.3196 -0.7383 0.305
H -0.5497 -3.3366 -0.0798 0.307
O 0.1682 -3.9392 0.1389 -0.622
H 0.3047 -2.7386 2.7156 0.305
H 0.0955 -1.8760 3.9877 0.295
O -0.1551 -1.9751 3.0634 -0.614
H -0.1978 1.7196 2.0243 0.411
H -0.7589 3.2051 1.7253 0.313
O -0.4857 2.5642 2.3818 -0.656

=====

(2)
25
Properties=species:S:1:pos:R:3:mulliken_charge:R:1 method="wB97M-V/def2-TZVPD" max_force_ev_per_a=3.4 spin_multiplicity=2 e_homo_ev="-15.22 / -15.22" charge=+1 total_energy_ha=-442.72417 e_above_lowest_ev=0.716 gap_ev="11.98 / 7.06"
C -1.4352 -0.4645 0.9090 -0.397
N -0.9591 0.4002 -0.1613 0.040
C 0.2448 0.1187 -0.8857 0.442
C 0.3311 1.0669 -2.1122 -1.396
C -1.7244 -1.8828 0.3492 -1.117
H -0.6681 -0.3645 1.6842 0.321
H -2.3658 -0.0841 1.3078 0.419
H -1.7172 0.6370 -0.8172 0.379
H 1.0156 0.4506 -0.2084 -0.313
H 0.4193 -0.9275 -1.1605 0.394
H -0.0837 2.0288 -1.8319 0.343
H 1.3656 1.1667 -2.4133 0.401
H -0.2781 0.5983 -2.8742 0.410
H -1.7643 -1.8905 -0.7373 0.356
H -2.7126 -2.1547 0.7095 0.337
H -1.0565 -2.6320 0.7409 0.367
H 1.0544 -2.3621 0.6473 0.298
H 2.0638 -2.8116 -0.4260 0.315
O 1.1508 -2.9132 -0.1341 -0.628
H -0.4089 2.5184 1.5885 0.288
H -0.0300 3.2174 0.2798 0.318
O -0.0031 3.3181 1.2390 -0.606
H 1.8385 1.2126 1.1332 0.296
H 2.9840 0.8720 2.0542 0.343
O 2.7392 0.8820 1.1196 -0.608

=====

(3)
26
Properties=species:S:1:pos:R:3:mulliken_charge:R:1 method="wB97M-V/def2-TZVPD" max_force_ev_per_a=2.7 spin_multiplicity=2 e_homo_ev="-14.43 / -14.43" charge=+1 total_energy_ha=-517.95244 e_above_lowest_ev=0.650 gap_ev="10.83 / 6.25"
C -0.9359 -0.8070 -1.1435 -1.552
C -1.0171 -0.2381 0.2732 0.873
C -2.1920 0.6967 0.4363 -1.335
N 0.1962 0.4738 0.6559 0.119
C 1.0322 1.3651 -0.1227 -0.472
O 1.3312 0.9898 -1.4435 -0.412
H -1.0874 -0.0387 -1.9180 0.417
H -0.0182 -1.3696 -1.4808 0.390
H -1.7073 -1.5884 -1.2437 0.394
H -1.0202 -1.0421 1.0611 0.175
H -2.4988 0.9406 1.4812 0.348
H -1.8717 1.6822 0.0152 0.346
H -3.1384 0.4132 -0.0030 0.368
H 0.7688 0.0208 1.3671 0.264
H 0.5984 2.3733 -0.1214 0.330
H 2.0165 1.4950 0.3896 0.399
H 1.4960 0.0397 -1.4443 0.322
H -0.4516 -0.1423 3.4341 0.312
H -0.2360 -1.6826 3.1218 0.298
O -0.7862 -1.0280 3.5536 -0.591
H 0.2574 -0.1028 -3.7342 0.288
H -0.6083 1.1772 -4.2605 0.326
O -0.3888 0.2431 -4.3535 -0.622
H 2.3261 -1.4103 1.1037 0.333
H 2.5135 -1.9781 2.6143 0.324
O 2.3645 -1.2168 2.0474 -0.644

=====

(4)
30
Properties=species:S:1:pos:R:3:mulliken_charge:R:1 method="wB97M-V/def2-TZVPD" max_force_ev_per_a=2.7 e_homo_ev=-0.43 charge=-2 total_energy_ha=-1142.25748 e_above_lowest_ev=1.959 gap_ev=6.12
C -0.6952 1.3342 1.7399 -1.132
N -0.1106 -0.0244 1.6422 -0.364
C -0.0260 -0.6987 0.2999 1.815
C -0.2831 -2.1772 0.4572 -1.273
S -1.9511 -3.0047 0.2630 -0.673
C 1.4562 -0.5832 -0.3446 0.047
O 2.4003 -1.3457 -0.0540 -0.751
O 1.4634 0.1974 -1.3412 -0.808
H -1.0962 1.5463 2.7478 0.371
H 0.2166 1.9916 1.6344 0.270
H -1.4985 1.7621 1.0828 0.348
H -0.8090 -0.5415 2.1755 0.294
H -0.6773 -0.3215 -0.4954 -0.689
H 0.0228 -2.6433 1.4063 0.244
H 0.4398 -2.7137 -0.1449 0.405
H 0.5792 -0.3675 -4.0299 0.301
H 0.5468 0.4226 -2.7894 0.485
O 0.2769 0.5104 -3.7402 -0.737
H -3.5220 -0.8023 0.1062 0.249
H -2.7050 -0.0688 1.1904 0.346
O -3.3525 0.0728 0.4843 -0.690
H -2.7296 0.1089 -1.7572 0.322
H -1.6558 0.7391 -2.5994 0.354
O -2.5956 0.8374 -2.3748 -0.696
H 2.0553 2.4382 -0.5080 0.324
H 2.9974 2.3895 -1.6895 0.326
O 2.8922 2.8120 -0.8200 -0.674
H 3.3978 -0.6139 2.0499 0.345
H 2.0423 -0.7267 2.5212 0.379
O 2.9204 -0.5291 2.8876 -0.737

=====

(5)
25
Properties=species:S:1:pos:R:3:mulliken_charge:R:1 method="wB97M-V/def2-TZVPD" max_force_ev_per_a=3.3 e_homo_ev=-8.50 charge=0 total_energy_ha=-1085.68819 e_above_lowest_ev=0.980 gap_ev=8.86
C -3.8203 0.7465 0.6360 -1.134
C 1.0625 -2.3288 0.7500 -1.117
C -2.5219 1.2621 -0.0802 -0.429
C -1.7838 0.1121 -0.8613 -0.679
N -0.3626 0.5215 -0.9239 -0.020
Si 3.7751 0.3241 1.1522 0.402
Si 2.8474 0.4407 -1.0807 0.253
Si 0.8636 -0.6977 -1.1543 0.150
H -4.3189 -0.0947 0.1988 0.351
H -3.6864 0.3664 1.6298 0.347
H -4.5506 1.6519 0.6306 0.262
H 1.5334 -3.3236 0.8896 0.301
H 1.2298 -1.6980 1.6284 0.303
H 0.0441 -2.5008 0.5027 0.312
H -1.6989 1.6050 0.5182 0.397
H -2.7890 1.9677 -0.8438 0.265
H -1.7963 -0.8614 -0.2683 0.279
H -2.2845 -0.2031 -1.7438 0.307
H -0.3530 1.4809 -1.2299 0.254
H 3.5273 -1.1177 1.5559 -0.126
H 5.0869 0.4892 1.7609 -0.163
H 2.9915 1.3221 1.8975 -0.122
H 3.8361 0.0872 -2.0407 -0.173
H 2.6482 2.0089 -1.2202 -0.113
H 0.5204 -1.5604 -2.3035 -0.105

=====

(6)
35
Properties=species:S:1:pos:R:3:mulliken_charge:R:1 method="wB97M-V/def2-TZVPD" max_force_ev_per_a=6.2 e_homo_ev=-9.34 charge=0 smiles="NC(N)=O.NC(N)=O.NC(N)=O.NC(N)=O.O" total_energy_ha=-977.54651 e_above_lowest_ev=2.419 gap_ev=9.35
O -0.9117 -0.7073 -0.4767 -0.680
H -0.1259 -0.3788 -0.0399 0.266
H -0.7594 -0.5355 -1.4059 0.249
C -4.3833 -0.1185 -0.1531 0.613
O -5.6230 -0.0908 -0.0636 -0.711
N -3.6502 0.7525 -0.7974 -0.275
N -3.5640 -1.0167 0.3936 -0.329
H -2.6496 0.6369 -0.7238 0.224
H -4.1246 1.2383 -1.5451 0.234
H -4.0065 -1.6380 1.0556 0.196
H -2.5636 -0.9387 0.2788 0.228
C 3.7591 1.4219 0.8845 0.622
O 4.9269 1.5584 1.3384 -0.731
N 3.4476 1.3848 -0.3758 -0.291
N 2.6976 1.2963 1.5977 -0.224
H 2.4760 1.4758 -0.6363 0.119
H 4.1593 1.4282 -1.0912 0.188
H 1.8142 1.1738 1.1236 0.203
H 2.8909 1.1586 2.5794 0.167
C -1.0226 0.7019 2.9767 0.664
O -0.2074 0.9783 2.1337 -0.663
N -2.3212 0.5169 2.7595 -0.405
N -0.7426 0.5506 4.2546 -0.396
H -2.6946 0.5133 1.8211 0.196
H -2.8739 0.1848 3.5369 0.161
H -1.4737 0.2453 4.8809 0.138
H 0.2133 0.6614 4.5613 0.222
C 1.9286 -1.7206 -3.1346 0.636
O 1.8454 -1.8975 -1.9000 -0.627
N 2.6517 -2.4357 -3.9313 -0.394
N 1.4909 -0.6399 -3.7341 -0.387
H 2.7795 -2.0315 -4.8480 0.157
H 3.0940 -3.2308 -3.4929 0.242
H 1.5906 0.2026 -3.1860 0.232
H 1.9318 -0.7006 -4.6407 0.157

=====

(7)
29
Properties=species:S:1:pos:R:3:mulliken_charge:R:1 method="wB97M-V/def2-TZVPD" max_force_ev_per_a=0.9 e_homo_ev=-4.70 charge=-1 total_energy_ha=-669.45510 e_above_lowest_ev=0.019 gap_ev=8.01
C -1.5569 -0.1333 -2.2547 -1.832
C -0.9717 0.2233 -0.8762 0.165
C -1.1410 -0.9625 0.0788 -0.245
O -1.8148 -0.4800 1.2889 -0.574
N 0.4043 0.7090 -0.9668 -0.284
C 1.4040 -0.2036 -1.6303 -0.599
O 1.2666 -1.5094 -1.3311 -0.783
H -0.9920 -0.9612 -2.6865 0.377
H -1.4213 0.7181 -2.9295 0.384
H -2.6193 -0.3782 -2.1977 0.467
H -1.5629 1.0298 -0.4479 0.473
H -1.7600 -1.7408 -0.3667 0.306
H -0.1861 -1.3668 0.3838 0.124
H -2.0623 -1.2293 1.8372 0.248
H 0.3743 1.5523 -1.5272 0.337
H 1.3315 -0.0401 -2.7269 0.258
H 2.3855 0.1969 -1.3063 0.324
H 1.2553 1.3477 1.8969 0.463
H 0.8719 1.7458 0.4825 0.467
O 1.0359 2.1432 1.3589 -0.887
H -1.9085 1.4069 1.7247 0.321
H -0.7840 2.4560 1.7282 0.426
O -1.7371 2.3470 1.8989 -0.739
H 3.1630 -1.6991 0.7082 0.256
H 1.7819 -1.7839 -0.1430 0.388
O 2.2398 -1.9224 0.8556 -0.886
H 1.6124 -0.8769 2.0203 0.496
H 0.2282 -0.3089 2.4453 0.360
O 1.1632 -0.2794 2.6827 -0.811

=====

(8)
30
Properties=species:S:1:pos:R:3:mulliken_charge:R:1 method="wB97M-V/def2-TZVPD" max_force_ev_per_a=3.5 e_homo_ev=-5.79 charge=-1 total_energy_ha=-744.64071 e_above_lowest_ev=3.003 gap_ev=8.84
C -0.5552 1.2612 0.3594 -0.503
C -1.4962 2.1468 -0.4516 -0.335
C -2.9188 1.7682 -0.2054 -0.257
O -3.8620 2.5011 -0.3910 -0.546
N 0.8255 1.2470 -0.2689 -0.340
C 1.8455 0.5222 0.5371 -0.498
O 1.8932 -0.8411 0.1456 -0.586
H -1.0687 0.2636 0.3349 0.197
H -0.4687 1.5062 1.4509 0.335
H -1.4044 1.8775 -1.5773 0.188
H -1.2049 3.1836 -0.5867 0.413
H -3.0954 0.7995 0.0790 0.521
H 0.8090 0.8203 -1.2151 0.280
H 2.7869 0.7540 0.1104 0.349
H 1.8468 0.6539 1.6241 0.223
H 2.5679 -2.7679 0.5355 0.411
H 1.1234 -3.3183 0.3834 0.392
O 2.0593 -3.6079 0.6770 -0.809
H 1.0073 -1.4693 0.1532 0.280
H -0.4256 -2.5114 1.0129 0.142
O -0.1920 -2.2471 0.1497 -0.945
H 1.0342 -2.2729 -1.8315 0.402
H 1.9834 -3.1535 -1.2289 0.416
O 1.7270 -2.7888 -2.1375 -0.713
H -1.1841 -1.4882 -0.8111 0.347
H -2.6664 -1.9652 -0.9187 0.254
O -2.1370 -1.2677 -1.2191 -0.661
H 0.4715 3.3204 0.9598 0.400
H 0.5486 3.3755 2.5814 0.293
O 0.1497 3.6982 1.7482 -0.650